C51H120AsF6N6O3 | ωB97M-V with the def2-TZVPD basis set

Structure (XYZ):
```
187
Properties=species:S:1:pos:R:3:forces:R:3
C -13.3659 11.0550 15.9018 0.842 0.773 -0.758
H -13.3618 13.6397 17.5613 0.259 0.024 -0.038
F -13.1572 10.9338 21.6225 0.106 0.288 -0.125
H -10.3636 9.7212 16.8302 -0.029 0.030 0.442
H -12.5172 7.3749 24.7009 0.271 0.250 -0.715
H -7.7441 4.0501 16.4655 0.218 -0.110 -0.360
C -4.0985 0.6615 16.7042 -0.139 -0.010 0.080
H -11.5152 13.9262 15.7098 0.034 -0.049 0.156
H -10.8691 2.9656 23.5268 0.014 -0.040 0.183
H -14.5179 16.0156 18.2742 0.083 -0.240 0.003
C -13.0713 10.2473 25.3258 -1.001 -0.147 0.260
H -5.9640 2.2998 16.3105 -0.196 0.226 -0.162
C -16.7401 9.1023 29.5104 0.092 -0.306 0.896
C -7.7143 9.4123 22.0946 -0.051 -0.190 -0.591
H -6.5776 6.7077 17.7839 0.097 -0.304 -0.048
H -12.5854 6.2044 26.6758 -0.125 0.010 -0.214
H -13.0100 10.0405 16.0450 -0.393 -0.161 -0.018
C -4.0278 3.3875 17.9016 -0.542 -0.188 0.603
H -7.1487 2.0690 17.5859 0.164 -0.095 0.133
H -4.8138 0.4101 15.9228 -0.075 0.099 0.046
H -14.0077 11.4117 16.6960 0.098 -0.169 0.196
H -9.2379 5.0067 21.8573 0.021 0.201 0.713
H -14.5647 13.7574 22.3277 -0.176 0.524 0.085
H -7.0896 1.7638 22.8030 0.348 0.332 -0.083
H -12.9720 3.9337 23.0545 0.163 -0.063 -0.276
C -8.5264 13.3684 27.4918 0.263 1.055 0.264
C -11.7079 6.0207 26.0572 0.614 0.913 0.706
H -8.2247 6.2622 17.3284 -0.077 0.002 0.141
H -12.4497 7.7542 30.4179 -0.101 -0.285 0.038
H -8.2069 10.0332 24.6597 0.001 -0.051 -0.067
H -14.6851 8.8101 31.4180 0.117 -0.070 0.015
H -9.1813 13.3033 25.4436 0.080 -0.238 -0.202
H -11.0830 3.9995 25.6993 -0.355 -0.234 0.115
H -12.3297 16.4984 20.6272 -0.046 -0.013 -0.147
H -4.9664 2.5411 21.7306 -0.311 0.474 -0.153
H -14.1827 8.3148 27.8978 0.264 -0.030 -0.078
C -14.7642 16.0011 17.2093 -0.026 0.047 -0.131
H -9.6589 6.3405 24.0619 -0.039 -0.377 0.333
C -8.6720 2.9142 21.8822 0.076 0.339 -0.549
H -12.5545 9.5847 24.6401 0.272 -0.085 0.293
H -15.8009 11.0742 29.6559 0.099 -0.139 0.351
H -11.8336 11.2147 17.9285 -0.743 0.377 -0.191
H -9.2121 11.9795 15.1913 -0.181 0.146 0.256
H -11.7422 10.6632 14.1012 0.172 -0.388 0.323
N -14.2471 9.6342 29.5222 0.295 0.812 -0.216
H -5.6766 0.4569 18.1439 0.151 -0.214 0.372
H -8.5050 11.3831 21.6446 -0.175 -0.204 0.151
H -9.6565 10.9045 26.5374 0.001 0.084 0.001
H -7.6728 8.9558 21.1034 -0.124 0.265 -0.106
H -14.4988 10.5584 31.4195 -0.018 0.032 -0.154
H -7.3038 12.6229 23.3090 0.536 0.066 0.166
N -12.1053 11.9015 15.8263 -0.148 -0.582 1.065
C -10.1034 10.7789 16.7710 -0.635 0.106 -0.688
F -12.9589 9.2367 19.8936 0.523 0.158 0.234
H -11.0199 12.2570 14.0557 -0.469 -0.138 -0.257
N -11.9111 15.1308 22.1905 -0.411 0.476 -0.727
H -6.2492 11.1553 23.6333 0.136 0.435 0.188
H -9.4070 14.0028 27.6085 -0.226 -0.359 -0.038
H -10.9096 12.6529 17.4076 -0.236 0.084 0.083
C -9.0074 16.9337 25.0976 0.235 -0.065 0.303
H -11.9142 17.1916 22.7198 0.435 -0.144 -0.159
H -12.2802 10.3182 29.3095 -0.055 -0.318 -0.332
H -10.8224 14.3225 19.6945 0.190 -0.122 -0.139
H -4.0410 0.7935 18.8345 -0.187 0.077 0.171
H -9.2596 11.0187 17.4116 -0.024 -0.198 0.101
H -8.0309 3.2342 21.0567 -0.015 0.191 0.047
H -12.6047 11.8973 27.3602 0.041 0.089 0.119
H -8.3897 2.0572 23.8490 0.024 0.227 0.128
O -12.8407 9.9346 26.7055 1.025 0.237 0.103
C -7.5942 10.9293 22.0449 0.016 0.337 0.025
H -14.5070 13.4501 16.2840 0.027 0.087 -0.234
C -4.6236 2.4077 20.7083 1.388 -0.914 -0.343
As -11.9220 9.7992 21.1707 -0.638 -1.282 -0.605
H -5.7913 12.0441 25.4352 0.040 0.225 0.184
C -10.7362 6.3714 23.9110 -0.654 0.476 -1.437
C -11.1100 16.1805 24.4083 0.518 0.967 -0.386
H -12.8095 11.2839 25.0915 0.031 -0.035 0.051
H -14.0319 12.8836 23.7102 0.027 -0.051 -0.101
C -14.0985 9.6305 31.0141 -0.374 0.059 0.362
H -11.0059 8.0266 25.3019 0.136 -0.139 0.202
H -9.3018 10.3477 14.7409 -0.241 -0.287 0.217
H -9.1842 2.0511 21.4521 -0.070 -0.196 0.450
H -14.6633 7.5831 29.4303 -0.273 0.222 -0.084
C -6.8324 4.1055 17.0676 0.213 0.854 0.085
C -13.9586 8.2658 28.9589 0.008 -0.464 0.460
C -12.5945 7.6987 29.3408 0.296 0.325 -0.084
C -6.3216 2.7017 17.2573 -0.362 -0.416 0.230
H -8.6913 9.1358 22.4924 0.117 -0.164 0.216
H -13.3645 11.5226 29.6687 -0.525 0.374 -0.554
C -5.6698 2.6599 19.6435 0.575 0.125 0.370
H -11.7339 13.5136 23.5040 0.061 -0.248 -0.120
H -6.4795 1.9474 19.7881 -0.310 0.294 -0.220
C -11.3083 11.6861 17.1059 1.251 -0.253 0.210
H -3.7092 2.9794 20.5331 -0.265 0.419 0.309
C -12.7607 15.5907 21.0344 -0.543 -0.591 0.431
H -15.6514 15.3831 17.0657 -0.161 0.217 0.114
H -13.0957 16.2884 23.5189 0.038 -0.391 0.214
H -4.2374 1.3834 20.7116 -0.368 -0.063 -0.059
H -6.2127 10.4766 26.1394 0.283 0.088 -0.111
H -9.5498 11.8606 28.7240 -0.108 0.089 -0.195
H -3.1586 3.0177 18.4373 0.104 -0.052 -0.209
H -10.8728 6.0488 26.7624 0.087 -0.378 -0.136
C -12.5970 4.9555 23.0284 0.400 -0.254 0.094
H -13.8118 15.5709 15.2853 -0.027 0.564 0.098
C -6.3864 11.5545 26.1957 0.097 -1.276 -0.468
H -12.8166 4.3143 25.3542 0.054 -0.301 -0.461
H -3.8787 3.3630 16.8301 0.160 0.291 -0.010
C -13.8795 13.8198 23.1669 0.941 -0.640 0.616
C -10.3338 3.9136 23.4868 -0.058 0.586 -0.484
H -8.2804 10.0277 27.1818 0.287 0.067 -0.184
H -11.7069 8.1642 28.9088 -0.276 0.172 -0.322
C -11.2100 11.3970 14.6984 0.466 1.418 -0.341
H -16.7108 8.8263 30.5674 -0.152 0.078 -0.006
H -17.7278 9.5220 29.3335 0.089 0.170 -0.119
H -13.0635 9.5485 31.3284 0.052 -0.107 -0.219
H -8.9673 16.1434 25.8624 -0.334 -0.157 -0.130
H -9.3850 17.8335 25.5861 0.178 0.122 -0.031
H -4.2691 4.3736 18.2927 -0.002 0.111 -0.301
C -12.4487 13.3708 15.6084 0.124 -0.701 -0.308
C -12.4128 13.7955 22.7035 -1.165 0.501 -0.189
H -10.0828 16.0037 21.5920 0.031 -0.010 -0.235
H -14.1465 10.0821 25.1855 0.053 0.365 -0.475
N -7.8407 11.6975 25.8714 -0.383 0.477 0.555
H -5.9626 3.7028 19.6990 -0.544 -0.195 0.003
H -7.8534 11.7602 28.8398 0.242 0.139 -0.242
H -13.8454 11.2220 14.9385 -0.259 -0.457 0.057
H -6.8142 11.2803 21.3654 0.119 -0.307 0.000
H -9.1929 14.0557 20.3615 -0.021 -0.172 -0.195
H -12.4406 13.1013 21.8693 0.798 -0.134 0.085
H -10.4801 3.9431 21.3496 -0.043 -0.040 0.059
H -11.0211 15.2121 24.9143 -0.328 -0.045 0.049
C -9.8471 11.0985 15.3150 0.529 -0.072 -0.672
H -12.6695 15.8427 16.6317 -0.061 0.275 -0.207
H -14.0518 14.5949 23.9072 -0.496 0.192 -0.280
C -7.7917 2.5500 23.0762 -0.869 -0.580 -0.008
H -7.4823 13.7785 25.5690 0.028 0.013 0.042
H -7.7639 13.9831 27.9728 0.274 -0.300 -0.112
H -15.6901 10.3078 28.1176 0.234 -0.197 -0.015
H -12.6935 13.4020 14.5459 -0.409 0.304 0.107
H -14.2702 11.2707 27.2151 0.120 0.518 -0.106
C -11.4974 7.1109 24.9849 -0.838 -0.762 0.472
H -12.8820 14.7948 20.3024 0.412 0.064 -0.089
H -12.3782 5.2984 22.0225 -0.191 0.037 -0.022
C -15.6492 10.1027 29.1879 -0.552 -0.230 -0.892
H -3.5018 -0.2337 16.8746 0.026 0.007 -0.059
C -13.6429 15.4292 16.3552 0.177 -0.729 0.080
C -8.6511 11.0244 26.9500 -0.439 -0.024 0.049
C -8.2158 11.1127 24.5187 0.850 0.068 0.062
H -9.5728 3.9407 24.2647 -0.089 0.003 0.056
H -16.6675 8.1672 28.9591 0.019 0.168 -0.262
H -6.8952 8.9251 22.6297 -0.077 0.190 0.331
H -3.4282 1.4287 16.3258 0.118 -0.062 0.041
H -7.3135 3.4291 23.5060 0.284 -0.111 -0.025
H -7.7833 6.5311 19.0463 -0.162 -0.121 -0.036
O -7.1759 4.7553 18.2841 0.333 -0.505 0.181
C -11.8079 4.7054 25.3025 1.060 0.245 0.354
O -9.8206 16.6031 23.9830 -0.029 -0.525 0.218
F -10.9586 10.5132 22.4433 0.279 -0.296 0.247
C -13.2457 11.0268 27.5151 -1.217 -0.744 0.125
F -11.1279 10.8784 20.0424 -0.248 0.047 0.319
N -11.3388 4.9883 23.8554 -0.569 -0.443 1.291
C -10.2598 14.0181 20.5764 -0.286 0.750 0.221
H -10.9043 6.7966 22.9181 0.150 0.168 0.077
H -11.4740 16.9530 25.0973 -0.246 -0.381 0.258
C -7.4529 6.1196 18.0936 -0.106 0.575 -0.177
C -10.4654 14.9972 21.7235 -0.309 -0.874 0.882
C -13.5403 13.9049 16.5102 -0.094 0.015 0.368
H -13.3504 5.5470 23.5393 0.097 0.392 -0.285
H -15.0014 17.0333 16.9590 -0.032 -0.050 -0.191
H -12.5731 6.6488 29.0553 -0.061 -0.030 0.083
C -4.7474 1.0152 18.0446 -0.107 0.213 -0.769
C -9.7059 4.0542 22.1147 0.011 -0.547 -0.731
H -7.9776 17.0501 24.7698 -0.126 0.346 -0.246
H -10.5501 13.0150 20.8769 0.123 -0.090 -0.184
H -13.7647 15.7505 21.4233 0.075 0.403 -0.024
C -13.2681 10.6706 28.9931 1.315 -0.334 0.907
N -5.1861 2.4810 18.2134 0.495 -0.650 0.194
H -6.0967 11.8402 27.2030 -0.471 0.483 -0.025
C -12.0513 16.2338 23.2240 0.099 0.025 -0.066
H -6.0822 4.7197 16.5547 -0.111 -0.050 -0.182
F -10.7157 8.5715 20.8236 -0.105 0.580 0.152
F -12.6314 8.6045 22.2580 0.275 0.541 0.149
H -9.2380 11.4371 24.3313 -0.036 -0.056 -0.104
C -8.6456 11.9863 28.1268 -0.281 -0.361 0.399
C -8.2570 13.1509 26.0008 0.019 -0.076 0.117
H -9.9864 14.5485 22.5953 0.300 0.388 0.011
C -7.2437 11.5383 23.4150 -0.939 -0.435 -0.319
```
Positions in Å, forces in eV/Å.

Computed properties:
- lowest unoccupied orbital energy (eV) = -8.9
- total energy (Ha) = -5402.8176
- net charge = +5

Results of the Löwdin charge analysis, in e, for atoms 1 through 99:
1 C 0.047
2 H 0.114
3 F -0.244
4 H 0.121
5 H 0.103
6 H 0.146
7 C -0.041
8 H 0.142
9 H 0.154
10 H 0.056
11 C -0.069
12 H 0.139
13 C -0.041
14 C -0.103
15 H 0.098
16 H 0.103
17 H 0.117
18 C 0.038
19 H 0.149
20 H 0.090
21 H 0.098
22 H 0.114
23 H 0.096
24 H 0.075
25 H 0.121
26 C -0.134
27 C -0.139
28 H 0.097
29 H 0.083
30 H 0.129
31 H 0.119
32 H 0.118
33 H 0.131
34 H 0.125
35 H 0.079
36 H 0.128
37 C -0.087
38 H 0.143
39 C -0.233
40 H 0.048
41 H 0.145
42 H 0.102
43 H 0.125
44 H 0.141
45 N -0.263
46 H 0.138
47 H 0.090
48 H 0.128
49 H 0.073
50 H 0.124
51 H 0.121
52 N -0.248
53 C -0.141
54 F -0.240
55 H 0.129
56 N -0.258
57 H 0.115
58 H 0.115
59 H 0.124
60 C -0.073
61 H 0.154
62 H 0.127
63 H 0.072
64 H 0.117
65 H 0.120
66 H 0.079
67 H 0.132
68 H 0.078
69 O -0.209
70 C -0.234
71 H 0.118
72 C -0.051
73 As 0.763
74 H 0.107
75 C -0.100
76 C -0.188
77 H 0.078
78 H 0.072
79 C 0.023
80 H 0.111
81 H 0.129
82 H 0.120
83 H 0.127
84 C -0.185
85 C -0.154
86 C -0.049
87 C -0.086
88 H 0.046
89 H 0.147
90 C -0.169
91 H 0.116
92 H 0.130
93 C -0.107
94 H 0.086
95 C 0.019
96 H 0.084
97 H 0.128
98 H 0.085
99 H 0.123